1.
Density functional theory data (wB97M-V/def2-TZVPD) for a cluster of 18 separate species, C38H112O38S10 in total.

Its molar mass is 1497.95 g mol⁻¹. The LUMO energy comes out at 0.1 eV. The highest occupied orbital energy comes out at -9.64 eV.

Geometry as XYZ:
```
198
C38H112O38S10 | the OMol25 dataset | wB97M-V/def2-TZVPD
O -1.485 0.751 5.319
S -1.923 0.243 4.062
O -1.293 0.668 2.834
O -1.859 -1.359 4.090
C -0.767 -1.942 4.805
C -1.347 -2.433 6.187
C -3.768 0.274 3.863
H 0.034 -1.222 4.820
H -0.351 -2.757 4.132
H -0.594 -2.864 6.855
H -2.115 -3.148 5.944
H -1.671 -1.497 6.655
H -4.055 -0.348 2.945
H -4.108 1.304 3.728
H -4.060 -0.231 4.776
O -3.707 2.606 -4.482
S -2.292 2.662 -4.211
O -1.750 1.838 -3.151
O -1.548 2.299 -5.596
C -2.163 1.177 -6.280
C -1.472 -0.132 -5.807
C -1.816 4.392 -4.172
H -1.964 1.338 -7.319
H -3.221 1.198 -6.091
H -1.758 -0.393 -4.803
H -0.417 0.080 -5.810
H -1.746 -0.950 -6.426
H -1.496 4.586 -5.169
H -1.026 4.414 -3.408
H -2.650 4.905 -3.757
O 2.723 8.263 -1.952
S 2.094 7.425 -0.960
O 0.638 7.641 -0.777
O 2.318 5.891 -1.528
C 1.388 4.833 -1.111
C 1.786 3.559 -1.815
C 2.979 7.536 0.576
H 0.379 5.160 -1.330
H 1.483 4.575 -0.073
H 2.726 3.108 -1.475
H 1.922 3.718 -2.859
H 1.042 2.820 -1.686
H 3.993 7.211 0.373
H 2.543 6.945 1.329
H 3.047 8.591 0.858
O -1.863 -4.902 -4.269
S -1.655 -3.636 -3.696
O -2.395 -2.444 -4.070
O -1.759 -3.831 -2.155
C -1.118 -5.065 -1.597
C -0.944 -4.751 -0.145
C -0.024 -3.092 -3.972
H -0.158 -5.057 -2.075
H -1.742 -5.883 -1.913
H -1.864 -4.647 0.436
H -0.324 -3.840 -0.151
H -0.347 -5.453 0.342
H 0.244 -2.195 -3.355
H 0.113 -2.730 -5.076
H 0.760 -3.876 -3.690
O -7.564 -2.997 2.156
S -6.762 -1.881 2.518
O -6.175 -1.678 3.859
O -5.491 -1.765 1.539
C -5.823 -2.184 0.186
C -4.460 -2.542 -0.505
C -7.645 -0.400 2.159
H -6.381 -1.390 -0.310
H -6.485 -3.013 0.198
H -3.708 -1.752 -0.229
H -4.600 -2.570 -1.592
H -4.087 -3.520 -0.244
H -8.081 -0.326 1.139
H -6.992 0.450 2.306
H -8.498 -0.145 2.784
O 4.636 0.230 2.687
S 5.999 -0.168 2.502
O 7.014 0.677 3.034
O 6.092 -1.575 3.279
C 7.363 -2.180 3.647
C 7.441 -2.442 5.139
C 6.261 -0.591 0.862
H 8.169 -1.549 3.319
H 7.405 -3.073 3.033
H 6.550 -3.095 5.330
H 7.359 -1.579 5.763
H 8.310 -3.043 5.217
H 7.087 -1.306 0.828
H 6.499 0.353 0.373
H 5.306 -1.002 0.497
O 1.628 -1.705 1.792
S 1.891 -0.956 0.605
O 3.030 -1.320 -0.234
O 0.676 -1.081 -0.370
C -0.738 -0.783 0.135
C -1.443 -0.444 -1.147
C 1.915 0.732 0.913
H -0.665 0.111 0.798
H -1.088 -1.671 0.595
H -1.773 -1.313 -1.680
H -0.746 0.100 -1.810
H -2.389 0.094 -1.040
H 2.129 1.232 -0.046
H 2.730 0.797 1.634
H 0.966 1.172 1.257
O 2.314 -1.755 6.468
S 3.755 -1.899 6.356
O 4.555 -2.246 7.482
O 4.100 -2.903 5.210
C 3.299 -2.874 4.004
C 3.504 -4.242 3.291
C 4.288 -0.386 5.697
H 3.630 -2.049 3.405
H 2.247 -2.794 4.350
H 2.843 -4.999 3.744
H 4.557 -4.527 3.318
H 3.194 -4.248 2.243
H 4.299 0.328 6.479
H 3.568 -0.043 4.965
H 5.259 -0.542 5.267
O 1.454 3.363 2.299
S 1.720 4.013 3.539
O 2.721 5.020 3.610
O 0.454 4.768 3.953
C -0.717 3.916 4.100
C -1.955 4.804 4.023
C 2.072 2.765 4.699
H -0.793 3.458 5.058
H -0.716 3.179 3.391
H -1.858 5.824 4.444
H -2.824 4.329 4.410
H -2.321 5.057 3.022
H 2.294 3.114 5.714
H 2.945 2.258 4.205
H 1.214 2.052 4.761
O -4.586 0.757 -0.507
S -4.968 2.121 -0.329
O -5.835 2.508 0.781
O -3.592 2.992 -0.389
C -2.594 2.690 0.639
C -1.308 3.243 0.110
C -5.655 2.707 -1.868
H -2.438 1.575 0.721
H -2.945 3.127 1.570
H -1.208 2.860 -0.880
H -0.437 2.989 0.673
H -1.480 4.336 -0.005
H -6.603 2.211 -2.062
H -4.982 2.541 -2.667
H -5.923 3.708 -1.713
C -7.335 -5.599 -1.697
O -6.482 -4.456 -1.784
H -8.146 -5.414 -1.063
H -7.643 -5.972 -2.619
H -6.820 -6.425 -1.196
H -6.103 -4.398 -2.675
C 2.609 1.617 -5.205
O 3.498 1.347 -4.127
H 2.910 1.012 -6.080
H 1.501 1.433 -5.050
H 2.727 2.623 -5.586
H 3.397 0.447 -3.712
C 4.458 -2.212 -3.434
O 3.546 -1.229 -3.000
H 4.931 -2.721 -2.618
H 3.902 -2.974 -4.068
H 5.234 -1.834 -4.111
H 3.486 -1.221 -2.047
C -5.204 -0.435 -3.587
O -4.824 -1.415 -4.499
H -4.568 0.442 -3.598
H -6.228 -0.075 -3.894
H -5.234 -0.848 -2.606
H -4.011 -1.805 -4.210
C -5.375 -4.138 -5.719
O -6.340 -3.667 -4.760
H -5.352 -3.323 -6.457
H -4.380 -4.165 -5.262
H -5.627 -5.131 -5.988
H -6.084 -2.723 -4.741
C 6.032 3.717 -2.962
O 5.032 3.016 -2.333
H 6.503 4.445 -2.280
H 6.931 3.102 -3.330
H 5.536 4.334 -3.763
H 4.581 2.318 -2.897
C 3.190 -5.140 -1.396
O 2.184 -4.333 -1.974
H 3.445 -4.743 -0.395
H 2.841 -6.170 -1.459
H 4.139 -5.002 -1.886
H 2.423 -3.404 -1.924
C 5.354 3.128 1.095
O 4.976 2.061 0.287
H 6.375 3.551 0.859
H 4.618 3.935 1.102
H 5.339 2.836 2.160
H 5.059 2.259 -0.681
```



2.
Density functional theory data (wB97M-V/def2-TZVPD) for a cluster of 5 separate species, C43H40F4N3S2 in total.

As for the charge: +1. Its molar mass is 738.94 g mol⁻¹. The LUMO energy comes out at -2.7 eV. The highest occupied orbital energy comes out at -10.35 eV.

Geometry as XYZ:
```
92
C43H40F4N3S2 | the OMol25 dataset | wB97M-V/def2-TZVPD
S 0.179 0.189 2.089
C 0.697 -1.319 1.696
S -0.467 -2.612 1.400
C -1.937 -1.975 2.243
C -3.009 -3.084 2.263
C -4.400 -2.496 1.989
C -4.572 -1.831 0.662
C -5.463 -0.847 0.442
N -5.327 -0.471 -0.884
C -4.394 -1.209 -1.436
N -3.896 -2.042 -0.522
N 2.049 -1.640 1.647
C 2.335 -2.992 1.169
C 2.254 -3.440 -0.140
C 2.530 -4.769 -0.430
C 2.875 -5.670 0.564
C 2.962 -5.217 1.865
C 2.691 -3.897 2.154
C 2.839 -0.593 1.006
C 3.802 0.023 1.779
C 4.589 1.050 1.285
C 4.419 1.437 -0.030
C 3.458 0.829 -0.820
C 2.662 -0.168 -0.297
H -1.609 -1.725 3.246
H -2.275 -1.040 1.806
H -2.754 -3.787 1.471
H -2.984 -3.565 3.230
H -5.106 -3.320 2.087
H -4.669 -1.793 2.769
H -6.164 -0.428 1.133
H -5.885 0.248 -1.320
H -4.117 -1.120 -2.468
H -3.155 -2.713 -0.664
H 1.967 -2.781 -0.942
H 2.486 -5.139 -1.440
H 3.070 -6.705 0.344
H 3.224 -5.909 2.647
H 2.751 -3.572 3.183
H 3.916 -0.294 2.805
H 5.310 1.500 1.945
H 5.049 2.229 -0.403
H 3.353 1.157 -1.840
H 1.898 -0.596 -0.928
F -3.976 0.086 -5.257
C -4.930 1.012 -5.035
C -5.040 1.561 -3.774
C -6.021 2.517 -3.539
C -6.875 2.901 -4.563
C -6.747 2.332 -5.823
C -5.765 1.382 -6.067
H -4.367 1.247 -2.985
H -6.116 2.965 -2.558
H -7.639 3.644 -4.379
H -7.413 2.628 -6.621
H -5.644 0.934 -7.044
F -4.178 4.864 3.555
C -2.843 4.795 3.743
C -2.199 5.836 4.379
C -0.827 5.755 4.572
C -0.121 4.646 4.122
C -0.790 3.613 3.482
C -2.163 3.682 3.293
H -2.766 6.694 4.716
H -0.308 6.560 5.074
H 0.948 4.589 4.271
H -0.245 2.750 3.126
H -2.703 2.883 2.802
F 7.273 2.713 2.204
C 7.300 4.055 2.367
C 6.818 4.595 3.541
C 6.851 5.972 3.706
C 7.353 6.784 2.698
C 7.829 6.218 1.523
C 7.808 4.841 1.353
H 6.425 3.945 4.312
H 6.484 6.412 4.623
H 7.375 7.857 2.829
H 8.218 6.849 0.736
H 8.182 4.379 0.449
F 2.355 -5.179 -3.452
C 1.162 -5.193 -4.072
C 0.292 -4.147 -3.847
C -0.939 -4.158 -4.484
C -1.286 -5.208 -5.323
C -0.394 -6.252 -5.529
C 0.844 -6.246 -4.904
H 0.580 -3.340 -3.186
H -1.626 -3.341 -4.331
H -2.248 -5.211 -5.817
H -0.662 -7.073 -6.180
H 1.557 -7.045 -5.057
```



3.
Density functional theory data (wB97M-V/def2-TZVPD) for a structure of composition C17H21FN5O5Pd.

As for the charge: +1. Its molar mass is 500.80 g mol⁻¹. Its spin multiplicity is 3. The LUMO energy (spin up / spin down) comes out at -3.6 / -3.6 eV. The highest occupied orbital energy (spin up / spin down) comes out at -10.73 / -11.01 eV.

Geometry as XYZ:
```
50
C17H21FN5O5Pd | the OMol25 dataset | wB97M-V/def2-TZVPD
Pd 0.258 5.411 0.389
N 2.657 5.393 0.384
N 2.995 6.751 0.190
C 2.046 7.763 0.527
O 2.429 8.906 0.546
O 0.868 7.336 0.779
H 2.965 5.032 1.294
H 3.056 4.829 -0.368
H 3.958 7.017 0.371
C -3.988 -0.921 -1.169
C -3.516 -0.656 0.257
N -2.439 0.316 0.304
C -2.776 1.626 0.360
C -1.887 2.653 0.450
C -2.494 4.077 0.408
O -3.654 4.183 0.746
O -1.737 4.975 -0.079
C -0.487 2.388 0.543
O 0.419 3.232 0.771
C -0.134 0.983 0.361
C 1.212 0.620 0.313
C 1.594 -0.689 0.165
F 2.926 -0.947 0.143
C 0.652 -1.719 0.030
C -0.690 -1.345 0.034
C -1.113 -0.026 0.231
N 0.973 -3.077 -0.153
C 2.367 -3.474 -0.293
C 2.423 -4.967 -0.654
N 1.142 -5.330 -1.307
C 0.037 -5.308 -0.311
C 0.230 -4.075 0.591
H -4.822 -1.616 -1.151
H -3.195 -1.341 -1.783
H -4.323 0.004 -1.628
H -3.194 -1.580 0.741
H -4.348 -0.254 0.838
H -3.830 1.867 0.347
H 1.955 1.396 0.414
H -1.426 -2.113 -0.134
H 2.950 -3.302 0.621
H 2.813 -2.879 -1.091
H 2.539 -5.589 0.234
H 3.266 -5.163 -1.317
H 1.199 -6.244 -1.765
H 0.950 -4.614 -2.021
H 0.063 -6.225 0.279
H -0.914 -5.271 -0.843
H 0.764 -4.354 1.508
H -0.738 -3.684 0.896
```



| no. | E (eV) |
| --- | --- |
| 1 | -227371.4535 |
| 2 | -82244.4526 |
| 3 | -41847.0866 |